A structure of composition C16H56CdNO12, computed with the ωB97M-V functional and the def2-TZVPD basis.

Results
- Charge: +2
- E_LUMO (spin up / spin down): -7.54 / -10.42 eV
- Spin multiplicity: 2

```
86
C16H56CdNO12 the ωB97M-V functional and the def2-TZVPD basis
Cd 2.274 -1.608 1.994
C -0.254 0.362 -0.284
C 1.121 0.978 0.151
O 1.985 0.122 0.852
H -0.792 -0.073 0.559
H -0.259 -0.463 -0.996
H -0.955 1.093 -0.687
H 0.815 1.806 0.790
H 1.583 1.465 -0.708
C -1.790 -5.317 1.197
C -2.213 -3.833 1.170
O -1.632 -3.143 0.050
H -1.974 -5.862 0.271
H -2.165 -5.848 2.072
H -0.704 -5.281 1.282
H -1.971 -3.308 2.094
H -3.286 -3.959 1.025
H -2.121 -2.318 0.021
C -0.699 3.125 -2.993
C -0.776 4.072 -1.775
O 0.294 4.987 -1.638
H -1.585 2.509 -3.149
H 0.134 2.423 -2.999
H -0.518 3.668 -3.920
H -0.759 3.459 -0.874
H -1.780 4.496 -1.820
H 0.291 5.301 -0.731
C -4.280 -1.790 -3.020
C -3.014 -1.008 -2.617
O -3.329 0.239 -2.024
H -4.035 -2.749 -3.476
H -4.832 -1.226 -3.772
H -4.943 -2.010 -2.183
H -2.276 -0.863 -3.405
H -2.428 -1.529 -1.860
H -3.776 0.812 -2.651
C 4.011 1.093 -3.082
C 4.968 0.746 -1.880
O 4.386 -0.206 -1.053
H 3.107 1.639 -2.813
H 3.765 0.138 -3.547
H 4.652 1.663 -3.755
H 5.240 1.637 -1.315
H 5.835 0.283 -2.351
H 3.615 0.181 -0.633
C 0.722 -1.650 -3.421
C 1.877 -1.898 -4.349
O 1.669 -3.170 -4.930
H 0.726 -2.243 -2.506
H -0.161 -2.052 -3.917
H 0.656 -0.602 -3.130
H 2.809 -1.854 -3.785
H 1.908 -1.189 -5.177
H 2.500 -3.409 -5.347
C 0.235 2.491 5.541
C 0.146 2.623 3.986
C -1.152 2.141 3.454
O -1.405 0.808 3.831
C -2.695 0.398 3.517
N 0.490 3.994 3.599
H 1.234 2.832 5.812
H 0.147 1.451 5.854
H -0.423 3.105 6.157
H 0.937 2.026 3.533
H -1.013 2.273 2.381
H -1.942 2.818 3.778
H -2.733 -0.060 2.528
H -3.425 1.204 3.443
H -2.973 -0.376 4.232
H 1.255 4.228 4.215
H -0.319 4.514 3.907
O 1.121 -3.057 0.759
H 1.451 -3.882 0.402
H 0.238 -2.976 0.400
O 0.533 -1.202 3.199
H -0.227 -0.621 3.147
H 0.362 -1.752 3.963
O 3.876 -2.319 0.876
H 4.451 -3.072 0.738
H 3.981 -1.789 0.086
O -3.820 -0.825 0.528
H -3.590 -0.282 -0.226
H -4.747 -0.643 0.681
O 3.124 2.802 2.417
H 2.257 3.184 2.552
H 2.989 2.128 1.752
```


A cluster of 12 separate species, C16H56N8O12 in total, computed with the ωB97M-V functional and the def2-TZVPD basis.

Results
- Charge: 0
- SMILES string: NC(N)=O.NC(N)=O.NC(N)=O.NC(N)=O.CC(C)O.CC(C)O.CC(C)O.CC(C)O.O.O.O.O
- E_LUMO: 0.39 eV
- Energy relative to the best compared isomer or geometry (same formula, charge and spin): 10.8 kcal/mol

```
92
C16H56N8O12 the ωB97M-V functional and the def2-TZVPD basis
N 25.444 14.754 9.824
C 25.561 15.908 10.566
N 25.714 17.003 9.795
O 25.359 15.993 11.772
H 25.041 14.041 10.413
H 25.744 14.612 8.884
H 25.886 16.950 8.813
H 25.834 17.885 10.270
N 23.597 18.167 15.442
C 23.887 17.912 14.144
N 24.044 16.554 13.976
O 24.170 18.792 13.319
H 23.715 19.133 15.703
H 23.296 17.442 16.075
H 24.397 16.229 13.069
H 23.427 16.055 14.590
N 23.637 15.159 18.880
C 22.506 15.663 18.325
N 21.370 15.143 18.880
O 22.465 16.393 17.341
H 24.547 15.506 18.629
H 23.569 14.764 19.801
H 21.395 14.443 19.600
H 20.511 15.133 18.357
N 25.851 19.677 8.439
C 24.834 19.887 9.302
N 25.302 20.275 10.524
O 23.643 19.705 9.063
H 25.574 19.315 7.543
H 26.772 19.992 8.671
H 26.272 20.130 10.729
H 24.581 20.434 11.208
C 24.928 24.943 14.741
C 24.770 23.478 15.114
C 24.706 22.672 13.801
O 26.010 23.206 15.779
H 24.030 25.349 14.258
H 25.669 25.062 13.949
H 25.127 25.607 15.582
H 23.884 23.447 15.752
H 23.921 23.005 13.122
H 24.554 21.600 13.965
H 25.628 22.668 13.217
H 25.858 23.391 16.712
C 19.532 20.558 14.039
C 19.349 19.173 13.465
C 20.257 18.139 14.195
O 17.989 18.753 13.499
H 18.736 21.160 13.589
H 20.415 20.988 13.564
H 19.448 20.597 15.122
H 19.619 19.155 12.408
H 21.062 17.752 13.566
H 19.725 17.203 14.394
H 20.653 18.520 15.134
H 17.830 17.922 13.946
C 26.173 11.999 14.858
C 26.582 13.018 15.867
C 25.707 14.253 15.711
O 26.288 12.421 17.133
H 26.544 12.154 13.841
H 25.110 11.759 14.874
H 26.656 11.021 14.979
H 27.637 13.289 15.778
H 24.779 14.206 16.283
H 25.656 14.635 14.692
H 26.096 15.152 16.217
H 26.655 12.900 17.880
C 21.578 14.502 12.226
C 21.281 13.511 13.362
C 22.122 13.766 14.623
O 19.930 13.673 13.759
H 21.057 14.236 11.304
H 22.626 14.476 11.918
H 21.284 15.476 12.615
H 21.416 12.501 12.958
H 21.919 14.751 15.046
H 23.167 13.838 14.304
H 22.140 13.020 15.415
H 19.347 13.319 13.081
O 23.922 19.209 19.212
H 23.210 18.634 18.916
H 24.331 19.534 18.389
O 25.704 19.932 17.145
H 26.160 20.663 17.576
H 25.536 20.249 16.248
O 22.361 20.807 16.464
H 22.115 21.653 16.076
H 21.523 20.355 16.612
O 26.872 18.753 12.357
H 26.025 18.636 12.832
H 27.339 17.922 12.490
```


A cluster of 13 separate species, C16H58N20O13 in total, computed with the ωB97M-V functional and the def2-TZVPD basis.

Results
- Charge: 0
- E_LUMO: 0.14 eV
- Energy relative to the best compared isomer or geometry (same formula, charge and spin): 0.0 kcal/mol

```
107
C16H58N20O13 the ωB97M-V functional and the def2-TZVPD basis
C 14.288 -3.793 12.973
O 13.743 -3.030 13.721
N 14.265 -5.153 13.223
N 14.957 -3.305 11.924
H 13.920 -5.384 14.152
H 15.017 -5.741 12.895
H 15.266 -3.943 11.196
H 14.447 -2.502 11.622
C 14.110 -7.857 15.492
O 15.180 -7.880 16.082
N 13.079 -7.149 16.031
N 13.746 -8.664 14.387
H 13.310 -6.667 16.886
H 12.285 -6.864 15.438
H 14.517 -8.851 13.746
H 13.034 -8.227 13.839
C 10.708 -7.966 12.430
O 11.062 -7.586 13.531
N 11.606 -7.779 11.375
N 9.504 -8.502 12.019
H 11.587 -8.344 10.528
H 12.462 -7.374 11.715
H 9.574 -8.953 11.099
H 8.873 -8.960 12.668
C 10.859 -11.097 8.757
O 10.902 -10.063 9.386
N 9.760 -11.913 8.719
N 11.984 -11.471 8.097
H 8.958 -11.533 9.207
H 9.544 -12.646 8.061
H 12.032 -12.358 7.598
H 12.760 -10.834 7.933
C 18.188 -7.051 14.006
O 18.798 -7.055 12.958
N 17.212 -7.974 14.253
N 18.432 -5.996 14.949
H 16.685 -8.063 15.098
H 16.896 -8.493 13.455
H 17.742 -5.824 15.661
H 19.028 -5.218 14.669
C 14.709 -14.052 10.374
O 15.127 -13.878 9.251
N 13.418 -13.633 10.613
N 15.356 -14.652 11.358
H 12.989 -13.365 9.728
H 12.817 -13.985 11.348
H 16.332 -14.872 11.206
H 15.135 -14.698 12.356
C 17.070 -5.807 9.786
O 16.112 -5.801 10.534
N 18.259 -6.372 10.242
N 17.038 -5.386 8.454
H 19.153 -6.201 9.824
H 18.307 -6.523 11.237
H 17.847 -4.852 8.164
H 16.156 -4.983 8.131
C 14.932 -9.248 7.101
O 13.996 -9.502 7.829
N 15.561 -8.007 7.014
N 15.354 -10.234 6.255
H 15.253 -7.356 7.739
H 16.551 -7.934 6.762
H 15.142 -11.156 6.609
H 16.250 -10.095 5.796
C 15.041 -9.395 11.330
O 15.931 -9.482 12.161
N 14.338 -10.514 10.949
N 14.615 -8.191 10.776
H 14.597 -11.430 11.312
H 13.586 -10.456 10.268
H 14.270 -8.363 9.823
H 15.083 -7.318 10.962
C 16.765 -12.628 13.449
O 17.240 -13.728 13.692
N 17.224 -11.904 12.375
N 15.750 -12.100 14.170
H 18.145 -12.179 12.054
H 17.007 -10.931 12.248
H 15.635 -11.110 14.005
H 15.631 -12.449 15.105
C 11.049 -11.532 12.825
C 10.893 -10.984 14.185
O 9.444 -10.690 14.310
H 10.424 -12.410 12.709
H 12.105 -11.776 12.697
H 10.834 -10.793 12.061
H 11.483 -10.093 14.304
H 11.193 -11.726 14.932
H 9.324 -10.406 15.224
C 18.110 -10.224 9.126
C 19.061 -10.044 10.279
O 19.759 -11.306 10.484
H 17.320 -10.929 9.392
H 18.659 -10.509 8.237
H 17.604 -9.261 8.989
H 18.552 -9.714 11.191
H 19.764 -9.251 10.034
H 20.324 -11.151 11.253
C 12.262 -6.367 7.526
C 13.013 -5.041 7.425
O 14.395 -5.155 7.168
H 12.579 -6.998 8.372
H 12.318 -6.936 6.570
H 11.174 -6.205 7.656
H 12.952 -4.433 8.319
H 12.486 -4.442 6.668
H 14.448 -5.837 6.480
```


A cluster of 14 separate species, C16H60N16O14 in total, computed with the ωB97M-V functional and the def2-TZVPD basis.

Results
- Charge: 0
- E_LUMO: -0.29 eV
- Energy relative to the best compared isomer or geometry (same formula, charge and spin): 120.6 kcal/mol

```
106
C16H60N16O14 the ωB97M-V functional and the def2-TZVPD basis
C -0.219 1.501 -9.771
C 0.386 1.817 -8.435
O 0.285 0.679 -7.569
H -1.284 1.235 -9.675
H 0.244 0.665 -10.319
H -0.139 2.336 -10.464
H 0.175 2.790 -7.982
H 1.438 1.982 -8.636
H -0.095 1.008 -6.750
C -3.676 -4.453 -8.997
C -3.756 -3.127 -9.607
O -4.600 -2.371 -8.851
H -3.734 -4.374 -7.890
H -2.749 -4.896 -9.221
H -4.598 -4.990 -9.256
H -4.027 -3.247 -10.662
H -2.774 -2.732 -9.575
H -4.117 -1.790 -8.252
C -6.639 -2.944 -12.543
O -7.759 -2.072 -12.442
N -6.293 -3.857 -11.691
N -5.801 -2.829 -13.544
H -6.686 -3.810 -10.724
H -5.458 -4.404 -11.909
H -5.893 -2.104 -14.268
H -5.022 -3.496 -13.725
C -2.560 3.433 -11.478
O -2.175 4.675 -11.745
N -3.378 3.137 -10.569
N -2.218 2.446 -12.237
H -3.557 3.851 -9.812
H -3.763 2.207 -10.253
H -1.479 2.640 -12.887
H -2.333 1.478 -11.884
C -5.700 0.835 -9.280
O -6.407 1.755 -8.581
N -6.202 -0.191 -9.847
N -4.424 0.930 -9.391
H -7.232 -0.180 -9.795
H -5.635 -0.885 -10.359
H -3.927 1.553 -8.721
H -3.920 0.272 -10.067
C -5.786 -2.097 -16.793
O -5.842 -3.471 -16.966
N -6.564 -1.333 -17.486
N -5.037 -1.483 -15.901
H -7.179 -1.709 -18.161
H -6.610 -0.271 -17.462
H -4.337 -2.017 -15.460
H -4.840 -0.495 -15.942
C -3.326 1.464 -15.307
O -1.947 1.155 -15.350
N -4.147 1.209 -16.335
N -3.927 2.128 -14.383
H -3.690 0.722 -17.199
H -5.156 1.475 -16.349
H -3.270 2.279 -13.582
H -4.893 1.971 -14.181
C 1.142 0.929 -13.674
O 1.048 1.373 -14.977
N 2.212 1.068 -12.934
N 0.128 0.441 -13.055
H 3.058 1.522 -13.307
H 2.215 1.017 -11.868
H -0.602 0.281 -13.682
H 0.108 0.169 -12.065
C -3.226 -4.826 -12.978
O -2.148 -4.319 -12.216
N -4.221 -5.507 -12.472
N -3.321 -4.469 -14.211
H -4.080 -5.837 -11.510
H -4.998 -6.011 -12.962
H -2.613 -3.813 -14.508
H -4.009 -4.891 -14.808
C 0.622 -2.711 -10.720
O -0.273 -1.647 -10.517
N 1.807 -2.776 -10.147
N 0.334 -3.774 -11.442
H 2.018 -2.055 -9.469
H 2.388 -3.592 -10.076
H -0.636 -3.821 -11.639
H 0.701 -4.666 -11.144
C -3.404 -0.960 -12.238
O -2.614 -0.208 -11.308
H -2.942 -1.959 -12.535
H -3.506 -0.475 -13.168
H -4.386 -1.165 -11.749
H -1.976 -0.750 -10.803
C -6.327 0.873 -12.747
O -6.652 1.568 -13.912
H -5.358 1.202 -12.399
H -6.259 -0.217 -12.929
H -7.080 0.988 -11.938
H -7.282 1.091 -14.403
C -2.670 -1.150 -6.761
O -2.453 -0.702 -8.082
H -2.923 -2.186 -6.730
H -3.498 -0.516 -6.343
H -1.734 -1.056 -6.206
H -1.761 -1.276 -8.401
C -0.778 -2.211 -14.708
O -2.118 -2.102 -15.279
H -0.592 -2.337 -13.603
H -0.185 -1.347 -15.046
H -0.289 -3.146 -15.006
H -1.996 -1.725 -16.175
```


Number 1: largest force on an atom 3.22 eV/A. Number 2: largest force on an atom 2.64 eV/A. Number 3: largest force on an atom 2.77 eV/A. Number 4: largest force on an atom 8.92 eV/A.